Record 1
Molecular formula: C51H50N7O6PbSSi
Method: DFT, wB97M-V/def2-TZVPD

The geometry in XYZ format:
```
117
Properties=species:S:1:pos:R:3:forces:R:3:lowdin_charge:R:1
Pb 11.61428 12.41687 14.62340 0.8 0.4 -0.9 1.59
O 11.14829 13.22388 16.61883 0.5 0.5 0.1 -0.38
C 10.29573 12.93613 17.62740 0.7 -2.3 0.8 -0.49
C 9.21638 11.92098 17.07900 0.4 -0.5 1.6 -0.08
C 8.49528 12.08681 15.80211 -2.1 -1.3 0.0 -0.26
C 7.18510 11.44664 15.76651 0.0 0.7 -0.9 0.00
C 6.45165 11.45448 14.55384 1.2 -0.4 1.8 -0.05
C 7.00120 12.14011 13.49803 0.7 0.0 0.8 -0.05
C 8.24358 12.71297 13.63589 0.7 1.6 0.1 -0.25
C 8.66897 13.77245 12.67020 1.3 0.2 -1.1 -0.06
C 10.04722 13.55300 11.90165 0.9 0.1 -1.0 -0.52
O 11.14381 13.81995 12.69627 -0.9 -0.3 -0.2 -0.38
C 10.09843 14.56501 10.69344 -0.2 0.0 0.0 -0.11
C 10.14131 14.16430 9.34440 0.0 1.2 0.0 -0.02
C 10.29966 15.13073 8.33831 -0.1 1.5 1.0 -0.08
C 10.45609 16.52260 8.64482 -0.4 -1.8 0.7 -0.10
C 10.39095 16.90530 9.99634 0.0 -0.8 -0.4 -0.11
C 10.17922 15.94177 10.97986 0.5 -0.6 -0.3 -0.04
C 10.09664 12.12530 11.26745 -1.3 0.3 0.5 -0.19
C 8.89602 11.55228 10.82432 1.4 -1.5 -0.3 -0.06
C 8.88705 10.22431 10.38833 -0.2 0.5 0.2 -0.09
C 10.03872 9.42740 10.39611 -0.6 0.2 0.4 -0.11
C 11.23129 9.99411 10.84408 -0.1 1.0 -0.6 -0.07
C 11.25640 11.38403 11.17194 0.6 -0.5 -0.2 -0.03
N 9.04168 12.64409 14.73615 -1.4 -0.5 -0.3 0.11
C 11.05660 12.07794 18.78417 -0.7 1.0 -0.1 -0.11
C 10.51994 12.11816 20.07542 -0.1 0.6 -0.7 -0.07
C 11.12093 11.40623 21.08083 1.1 -1.2 0.4 -0.11
C 12.30742 10.65624 20.81386 -1.3 0.6 0.4 -0.09
C 12.87488 10.68135 19.53020 -0.9 -0.6 1.7 -0.09
C 12.22322 11.33752 18.53664 -1.7 1.4 -1.7 -0.03
C 9.84961 14.24674 18.24434 -0.1 0.5 -0.4 -0.15
C 8.52733 14.68581 18.27136 -0.1 -0.2 0.5 -0.04
C 8.24479 16.02129 18.48456 1.8 0.9 0.2 -0.09
C 9.32246 16.93824 18.59165 -2.2 0.0 0.4 -0.11
C 10.61939 16.48307 18.64518 1.2 1.8 1.5 -0.12
C 10.87879 15.15537 18.57885 0.1 -1.7 -1.4 -0.03
H 8.44741 11.62108 17.81333 0.4 0.5 0.1 0.11
H 9.78130 10.97832 16.98374 0.1 0.2 -0.1 0.13
H 6.75232 11.02076 16.69779 0.5 0.3 -0.9 0.11
H 5.51249 10.93829 14.41277 -0.2 0.0 0.4 0.10
H 6.45993 12.31744 12.61385 -0.5 0.0 -1.0 0.10
H 8.91495 14.70199 13.23348 -0.6 -0.5 -0.4 0.14
H 7.89283 13.91898 11.90175 0.1 0.2 0.5 0.12
H 10.03296 13.13562 9.02886 0.0 0.0 0.2 0.10
H 10.22428 14.82139 7.31579 0.2 -0.1 -0.5 0.08
H 10.57066 17.24827 7.85759 0.1 0.1 -0.2 0.08
H 10.52810 17.92733 10.31649 -0.1 0.2 -0.2 0.09
H 10.20345 16.23192 12.01744 -0.1 0.1 0.2 0.10
H 8.00938 12.11734 10.70793 -0.8 0.5 0.3 0.09
H 7.91740 9.81429 10.12034 0.2 -0.2 -0.3 0.09
H 9.90617 8.38759 10.06203 0.5 0.4 0.4 0.10
H 12.15001 9.40672 10.85836 -0.2 0.2 0.0 0.10
H 12.17772 11.98754 11.24396 -0.2 -0.8 0.6 0.13
H 9.65260 12.76000 20.28252 0.3 -0.4 -0.1 0.12
H 10.65449 11.36572 22.07508 0.4 0.0 -0.4 0.09
H 12.63389 10.02268 21.63869 0.5 0.2 -0.4 0.08
H 13.70483 10.08338 19.27021 1.0 -0.5 0.0 0.09
H 12.51090 11.26917 17.48456 0.4 0.1 0.5 0.09
H 7.67132 14.01446 18.23685 0.3 -0.2 -0.4 0.11
H 7.23700 16.34997 18.62618 -0.4 0.2 -0.2 0.09
H 9.05069 17.98029 18.77099 0.4 -0.1 -0.2 0.09
H 11.45776 17.18358 18.94558 -1.0 -0.7 -0.7 0.11
H 11.90874 14.79820 18.52934 -0.3 0.0 0.2 0.13
N 15.57933 16.24879 8.14997 -0.9 1.4 -0.7 0.08
C 15.56157 15.97509 9.49651 0.4 -0.1 1.7 -0.32
C 16.71781 15.38124 10.07560 -1.3 -0.4 -0.9 -0.04
C 16.62913 14.88142 11.35776 0.3 -0.6 0.9 -0.06
C 15.46453 15.01711 12.12882 0.6 0.6 -0.5 -0.30
C 14.40617 15.77816 11.65212 0.6 -0.4 -0.2 -0.06
C 14.48454 16.28242 10.37149 -0.6 0.5 -1.2 -0.02
S 15.41837 14.48553 13.79738 1.5 -1.4 -0.2 0.65
O 16.66998 13.73577 13.98628 -1.4 1.3 0.3 -0.33
O 14.18055 13.79672 14.06377 0.1 0.2 0.0 -0.37
N 15.30063 15.97860 14.49421 0.1 -0.2 0.1 -0.04
C 15.33322 16.07827 15.78120 -0.3 1.6 1.6 -0.45
N 14.83062 17.28673 16.34909 -0.9 1.6 -0.6 0.00
C 15.01291 17.61645 17.67863 1.4 -1.7 -1.2 -0.10
C 15.66088 16.71524 18.50313 -1.0 0.0 -0.8 -0.05
C 15.87046 15.40886 17.93871 -0.5 1.7 -0.7 -0.09
N 15.77758 15.15635 16.66222 -0.1 -1.0 0.5 0.15
H 15.98212 15.56374 7.55371 0.3 -0.4 -0.2 0.08
H 14.81627 16.77176 7.70364 0.5 -0.6 0.7 0.10
H 17.55714 15.13906 9.41634 -0.1 0.2 0.4 0.11
H 17.48310 14.34684 11.79810 -0.5 0.3 -0.2 0.11
H 13.54034 15.89590 12.28494 -0.2 0.2 -0.2 0.09
H 13.64143 16.89754 10.00469 0.4 -0.6 0.0 0.11
H 14.72275 18.61657 17.96709 -0.2 -0.2 0.1 0.09
H 15.80997 16.93545 19.54490 0.1 -0.1 0.1 0.09
H 16.04358 14.58710 18.59110 0.5 -0.7 0.4 0.11
C 8.88207 7.05564 15.20330 0.0 -0.9 -1.0 -0.05
N 10.11867 7.82196 15.12122 1.0 -0.1 0.7 -0.08
C 11.30100 7.34887 15.64455 0.1 -0.2 -0.1 -0.08
C 12.37234 8.12971 15.91833 -0.1 -0.2 -0.6 0.00
C 12.30606 9.52255 15.48114 1.3 0.5 0.3 -0.55
O 13.28300 10.31921 15.67706 -2.0 -1.3 -0.4 -0.12
N 11.19405 9.89474 14.80020 -0.5 0.6 -0.5 0.05
C 10.12767 9.10162 14.51563 -0.4 -0.8 0.9 -0.52
O 9.13044 9.35115 13.85638 0.2 1.0 -0.3 0.04
H 8.72407 6.47016 14.25212 0.0 0.4 0.9 0.10
H 8.04227 7.73574 15.29140 0.0 0.2 0.0 0.08
H 8.85077 6.35941 16.06916 0.4 0.5 -0.5 0.09
H 11.33511 6.26715 15.68192 0.0 -0.1 0.6 0.11
H 13.34340 7.76341 16.25622 -0.5 -0.1 -0.1 0.11
C 12.57488 17.66644 14.19177 -0.5 0.2 -0.7 -0.17
Si 13.91106 18.58313 15.18645 0.4 -1.7 0.3 0.63
C 15.27080 19.28800 14.08954 -0.3 0.6 -0.4 -0.18
C 13.13677 19.88132 16.32365 -0.4 0.4 -0.3 -0.19
H 11.52846 18.03442 14.33180 0.8 -0.1 0.3 0.04
H 12.54251 16.57122 14.36706 0.2 0.6 -0.1 0.04
H 12.75251 17.84321 13.09358 0.1 -0.3 1.0 0.03
H 16.09455 18.59042 13.88480 -0.5 0.0 0.0 0.03
H 15.71905 20.21094 14.49598 -0.2 -0.3 0.0 0.02
H 14.77787 19.56831 13.12286 0.5 -0.3 0.6 0.04
H 12.78994 20.73280 15.64038 0.6 -1.0 1.1 0.06
H 13.83137 20.24416 17.10583 -0.3 0.2 -0.6 0.02
H 12.24219 19.49770 16.86131 0.5 0.1 -0.5 0.04
```
Forces are in eV/Å.

Calculated values
M: 1124.357 g mol⁻¹
charge: -1
F_max: 2.810 eV Å⁻¹
HOMO energy: -4.35 eV

Record 2
Molecular formula: C51H52AsF9N4O2PS6Sc
Method: DFT, wB97M-V/def2-TZVPD

The geometry in XYZ format:
```
127
Properties=species:S:1:pos:R:3:forces:R:3:lowdin_charge:R:1
Sc 0.21451 0.14500 -1.65117 0.1 -0.6 -0.6 0.62
O 0.18850 0.82552 0.32116 0.3 0.0 -0.1 -0.30
N -0.01613 1.66266 1.32587 -0.2 -0.1 0.1 -0.17
C -1.20847 1.53203 1.95540 0.0 0.0 0.0 -0.07
C -1.56238 2.29464 3.02751 -0.1 0.0 0.0 -0.08
C -0.63897 3.24676 3.48620 0.1 0.0 0.0 -0.10
C 0.57356 3.34994 2.87010 -0.1 0.0 0.1 -0.12
C 0.97132 2.52060 1.77971 0.1 -0.1 0.0 -0.74
S 2.52472 2.52202 1.15299 0.0 -0.1 0.1 0.66
H -1.83256 0.77062 1.51835 0.0 0.0 0.0 0.09
H -2.52490 2.14575 3.49517 0.0 0.0 0.0 0.10
H -0.87569 3.87918 4.33320 0.0 0.0 0.0 0.10
H 1.32209 4.04681 3.21812 0.0 0.0 0.0 0.09
S -0.18517 -4.55166 -3.63301 -0.1 -0.2 -0.1 -0.20
As 1.23082 -3.08745 -3.00059 -0.1 0.1 0.2 -0.47
S 1.18338 -1.22164 -4.14119 0.0 0.1 0.1 0.04
S 0.41063 -2.28656 -1.04864 0.1 0.1 0.3 0.08
S 3.17407 -3.81664 -2.65278 0.1 0.0 0.0 -0.16
N -2.82696 -1.83794 -0.73719 0.0 -0.1 0.0 0.15
C -3.37953 -0.60856 -0.71950 0.0 0.1 -0.1 -0.40
C -4.78451 -0.44737 -0.67698 0.0 0.0 0.0 -0.04
C -5.31700 0.81862 -0.67597 0.0 0.0 0.0 -0.10
C -4.46703 1.92470 -0.70540 0.0 0.0 0.0 -0.09
C -3.10921 1.67232 -0.71987 0.1 0.0 0.0 -0.16
N -2.56281 0.45893 -0.72517 -0.1 -0.2 0.1 0.08
H -3.42548 -2.63017 -0.89075 0.0 0.0 0.0 0.10
H -1.83024 -1.97115 -0.95825 0.0 0.0 0.0 -0.04
H -5.42088 -1.32390 -0.65550 0.0 0.0 0.0 0.10
H -6.39249 0.95113 -0.65284 0.0 0.0 0.0 0.10
H -4.84292 2.93795 -0.70451 0.0 0.0 0.0 0.09
H -2.39866 2.49551 -0.71684 0.0 0.0 0.0 0.10
C -3.28556 0.39050 -4.60134 0.0 0.0 0.1 -0.25
S -1.61165 -0.28434 -4.47751 0.1 -0.1 -0.2 0.79
C -2.06296 -1.98433 -4.77296 0.0 0.1 0.0 -0.30
O -1.42773 -0.15318 -2.97421 -0.2 0.3 0.1 -0.70
H -3.61659 0.33646 -5.63857 0.0 0.0 0.0 0.05
H -3.23006 1.42951 -4.27711 0.0 0.0 0.0 0.04
H -3.95126 -0.16591 -3.94087 0.0 0.0 0.0 0.05
H -2.75813 -2.01848 -5.61349 0.0 0.0 0.0 0.05
H -2.52631 -2.35753 -3.85938 0.0 0.0 0.0 0.05
H -1.15904 -2.56037 -4.95882 0.0 0.0 0.0 -0.06
C 4.35657 -1.32025 -0.11590 0.0 0.0 0.0 -0.06
C 4.16868 -0.32441 -1.22421 0.0 -0.1 -0.2 -0.27
C 5.18543 -0.00159 -2.11286 0.0 0.0 0.0 -0.03
C 4.94349 0.90745 -3.13509 0.0 0.0 0.0 -0.27
C 6.02513 1.22575 -4.13857 0.0 0.0 0.0 -0.07
C 3.70241 1.51670 -3.26321 0.0 0.0 0.0 -0.01
C 2.65725 1.25795 -2.35884 0.0 0.0 0.2 -0.32
C 2.94265 0.30187 -1.36528 0.0 0.1 0.2 -0.12
N 1.34604 1.72466 -2.38712 -0.1 0.0 -0.3 -0.05
C 0.88641 3.04177 -2.80432 0.0 0.1 0.1 -0.44
C 0.60766 3.88760 -1.54179 0.0 0.1 0.0 -0.09
C -0.01046 5.24605 -1.88122 0.0 0.0 0.0 -0.28
C 0.95941 6.02551 -2.77161 0.0 0.0 0.0 -0.13
C 1.21733 5.22600 -4.05094 0.0 0.0 0.0 -0.29
C -0.10109 5.02537 -4.80205 0.0 0.0 0.0 -0.13
C -1.06834 4.24259 -3.91173 0.0 0.0 0.0 -0.28
C -1.33058 5.03954 -2.62975 0.0 0.0 0.0 -0.12
C -0.44973 2.88823 -3.55422 0.0 0.0 0.0 -0.10
C 1.82378 3.85896 -3.70927 0.0 0.0 0.0 -0.09
H 5.38937 -1.66938 -0.07053 0.0 0.0 0.0 0.07
H 3.71117 -2.18511 -0.28807 0.0 0.0 0.0 0.03
H 4.09401 -0.87025 0.84683 0.0 0.0 0.0 0.07
H 6.15284 -0.48624 -2.03220 0.0 0.0 0.0 0.10
H 6.84794 0.51430 -4.05882 0.0 0.0 0.0 0.06
H 6.42845 2.23058 -3.98216 0.0 0.0 0.0 0.07
H 5.63512 1.17933 -5.15742 0.0 0.0 0.0 0.07
H 3.54814 2.15250 -4.12039 0.0 0.0 0.0 0.09
H 2.23304 0.07246 -0.57195 0.0 0.2 0.0 0.04
H 1.53956 4.00804 -0.98437 0.0 0.0 0.0 0.09
H -0.06447 3.31743 -0.88924 0.0 0.0 0.0 0.10
H -0.19440 5.80417 -0.95688 0.0 0.0 0.0 0.14
H 1.90050 6.18888 -2.23749 0.0 0.0 0.0 0.12
H 0.54446 7.01016 -3.02001 0.0 0.0 0.0 0.11
H 1.91924 5.77391 -4.68893 0.0 0.0 0.0 0.13
H 0.07942 4.47492 -5.73114 0.0 0.0 0.0 0.12
H -0.53667 5.99513 -5.07179 0.0 0.0 0.0 0.11
H -2.01233 4.08418 -4.44639 0.0 0.0 0.0 0.13
H -2.04027 4.49957 -1.99325 0.0 0.0 0.0 0.10
H -1.78553 6.00717 -2.87459 0.0 0.0 0.0 0.11
H -0.27765 2.28529 -4.45218 0.0 0.0 0.0 0.12
H -1.15158 2.33260 -2.92147 0.0 0.0 0.0 0.09
H 2.78565 3.99240 -3.21035 0.0 0.0 0.0 0.12
H 1.99990 3.30893 -4.63739 0.0 0.0 0.0 0.12
F -5.55311 -4.50887 5.99885 0.0 0.0 0.0 0.12
C -5.70164 -3.81026 4.85379 0.0 0.0 0.0 -0.58
F -6.46797 -2.74104 5.14861 0.0 0.0 0.0 0.12
F -6.44166 -4.58980 4.03200 0.0 0.0 0.0 0.13
C -4.38915 -3.42532 4.24568 0.0 0.0 0.0 -0.14
C -4.27346 -2.23462 3.54091 0.0 0.0 0.0 -0.01
C -3.06448 -1.90916 2.94922 0.0 0.0 0.0 -0.08
C -1.95356 -2.74530 3.06387 0.0 0.0 0.0 -0.35
C -2.09627 -3.94589 3.75843 0.0 0.0 0.0 -0.06
C -3.30495 -4.28664 4.34576 0.0 0.0 0.0 -0.01
P -0.40098 -2.16003 2.25207 0.0 -0.1 0.1 1.12
C 0.57245 -3.71466 2.24530 -0.1 0.0 -0.2 -0.38
C 0.21074 -4.66291 1.28217 0.1 0.1 0.0 -0.12
C 0.93259 -5.83258 1.13500 0.0 0.0 0.0 0.01
C 2.03353 -6.06095 1.95246 0.0 0.0 0.0 -0.13
C 2.41501 -5.12363 2.89723 0.0 0.0 0.0 -0.01
C 1.68555 -3.95135 3.04110 0.0 0.0 0.1 -0.06
C 2.79132 -7.34874 1.85196 0.0 0.0 0.0 -0.57
F 2.32398 -8.26637 2.74685 0.0 0.0 0.0 0.11
F 4.10220 -7.20486 2.13276 0.0 0.0 0.0 0.13
F 2.70231 -7.92381 0.64774 0.0 0.0 0.0 0.15
C 0.37433 -1.28655 3.67656 -0.1 0.0 0.0 -0.36
C -0.04098 -1.37981 5.00373 0.0 0.0 0.0 -0.06
C 0.58257 -0.63450 5.99194 0.0 0.0 0.0 -0.01
C 1.63549 0.20680 5.65716 0.0 0.0 0.0 -0.13
C 2.07528 0.29694 4.34397 0.0 0.0 -0.1 0.00
C 1.44108 -0.44588 3.36066 0.0 0.1 -0.1 -0.08
C 2.32370 1.01064 6.71681 0.0 0.0 0.0 -0.57
F 2.64688 2.24775 6.29915 0.0 0.0 0.0 0.13
F 3.47842 0.43625 7.12874 0.0 0.0 0.0 0.13
F 1.56610 1.16125 7.82700 0.0 0.0 0.0 0.11
H -5.12305 -1.57042 3.45200 0.0 0.0 0.0 0.12
H -2.97712 -0.99357 2.37669 0.0 0.0 0.0 0.09
H -1.25031 -4.61699 3.84105 0.0 0.0 0.0 0.11
H -3.40354 -5.21656 4.89114 0.0 0.0 0.0 0.12
H -0.60480 -4.45484 0.60223 0.0 0.0 0.0 0.08
H 0.67189 -6.53539 0.35549 0.0 0.0 0.0 0.13
H 3.28992 -5.29750 3.50982 0.0 0.0 0.0 0.12
H 1.99956 -3.21553 3.77054 0.0 0.0 0.0 0.10
H -0.86775 -2.02523 5.27162 0.0 0.0 0.0 0.10
H 0.24484 -0.69889 7.01780 0.0 0.0 0.0 0.11
H 2.87920 0.96619 4.06048 0.0 0.0 0.0 0.12
H 1.76555 -0.34813 2.32847 0.0 0.0 0.0 0.10
```
Forces are in eV/Å.

Calculated values
M: 1267.239 g mol⁻¹
charge: -2
energy relative to the best compared isomer or geometry (same formula, charge and spin): 1.397 eV
F_max: 0.836 eV Å⁻¹
HOMO energy: -1.63 eV